One molecule with the formula C21H18N4O3, computed with ωB97M-V with the def2-TZVPD basis set.

ΔE to the lowest compared entry with this formula, charge and spin	115.1	kcal per mole
net charge	0
SMILES	C#CCOC(=O)N1Cc2nc(-c3ccc(OC)cc3)nn2-c2cc(C)ccc21

Last column: natural (NBO) charge in e.
Positions of all 46 atoms, in Å:
C1 7.20576 -1.24420 -2.57106  -0.22
C2 6.03504 -1.57485 -2.44787  -0.04
C3 4.66095 -1.93011 -2.36994  -0.17
O1 4.02370 -1.29003 -1.27892  -0.49
C4 3.24967 -2.13195 -0.53124  0.89
O2 3.15116 -3.36411 -0.56708  -0.64
N1 2.58251 -1.56539 0.55139  -0.45
C5 2.64239 -0.04242 0.76382  -0.23
C6 1.22484 0.47165 0.56906  0.36
N2 0.88544 1.59643 0.06279  -0.48
C7 -0.53897 1.41453 -0.02823  0.32
C8 -1.43637 2.47572 -0.65566  -0.10
C9 -2.83830 2.11521 -0.77624  -0.14
C10 -3.77247 3.13271 -1.06963  -0.29
C11 -3.36819 4.47311 -1.27532  0.30
O3 -4.28153 5.39736 -1.69641  -0.49
C12 -5.67091 5.07015 -1.45082  -0.27
C13 -2.03654 4.76846 -1.28818  -0.26
C14 -1.04955 3.80691 -0.83424  -0.17
N3 -0.96439 0.29016 0.44323  -0.29
N4 0.19354 -0.31749 0.66833  -0.21
C15 0.22940 -1.65718 1.20318  0.20
C16 -0.88645 -2.28816 1.68640  -0.23
C17 -0.76372 -3.47895 2.43091  -0.04
C18 -1.93053 -4.19603 3.00712  -0.63
C19 0.47962 -4.00886 2.52509  -0.19
C20 1.62244 -3.56800 1.80618  -0.19
C21 1.50861 -2.36019 1.19778  0.13
H1 8.24139 -0.91655 -2.38432  0.25
H2 4.16072 -1.57956 -3.28874  0.22
H3 4.64194 -3.03897 -2.30019  0.26
H4 3.31189 0.48858 0.24020  0.25
H5 2.87015 0.09235 1.81885  0.21
H6 -3.16823 1.13043 -0.75631  0.22
H7 -4.71702 2.73214 -1.20773  0.22
H8 -6.12787 4.65930 -2.30635  0.19
H9 -6.20135 5.99242 -1.45759  0.20
H10 -5.94879 4.65605 -0.49465  0.19
H11 -1.74416 5.83629 -1.62336  0.23
H12 -0.05974 3.95836 -0.58482  0.23
H13 -1.84217 -1.77771 1.68243  0.24
H14 -1.80293 -5.29735 2.75999  0.23
H15 -2.93678 -3.83653 2.49265  0.22
H16 -1.97741 -4.11580 4.11103  0.23
H17 0.59767 -4.87030 3.28350  0.21
H18 2.54553 -4.10760 1.94095  0.25


A 2-piece molecular cluster, C4H10O2 overall, computed with ωB97M-V with the def2-TZVPD basis set.

ΔE to the lowest compared entry with this formula, charge and spin	28.8	kcal per mole
net charge	0
SMILES	C/C=C(/C)O.O

Last column: natural (NBO) charge in e.
Positions of all 16 atoms, in Å:
C1 1.09114 -2.06200 -1.44070  -0.65
C2 0.47165 -0.86230 -0.82318  -0.25
C3 -0.55800 -0.86188 0.01718  0.28
C4 -1.27201 0.30735 0.55959  -0.67
O1 -1.19477 -2.08151 0.21433  -0.71
H1 0.98262 -2.91504 -0.76630  0.23
H2 2.10121 -1.97177 -1.82707  0.22
H3 0.46353 -2.36727 -2.29527  0.22
H4 0.91728 0.12005 -0.97642  0.20
H5 -0.77766 1.27314 0.48434  0.22
H6 -1.34958 0.25677 1.66153  0.21
H7 -2.28806 0.43867 0.20252  0.22
H8 -1.53330 -2.17065 1.11298  0.48
O2 1.24060 4.23411 1.56923  -0.94
H9 0.39188 3.78685 1.45120  0.47
H10 1.31347 4.87549 0.85604  0.47


A 7-piece molecular cluster, C24H45F9O19P overall, computed with ωB97M-V with the def2-TZVPD basis set.

net charge	-1

Last column: Löwdin charge in e.
Positions of all 98 atoms, in Å:
O1 -0.12386 -1.91840 0.01073  -0.43
P1 0.09629 -1.45854 -1.68193  0.31
C1 -0.83486 0.24041 -1.45619  -0.34
C2 -2.35443 0.19312 -1.62016  -0.18
C3 -3.14797 -0.02978 -0.36659  -0.46
F1 -2.78241 0.87950 0.59053  0.10
F2 -2.99499 -1.24422 0.18914  0.13
C4 -4.68282 0.19315 -0.49720  -0.35
F3 -4.94697 1.51136 -0.58356  0.14
F4 -5.28236 -0.26841 0.62891  0.12
C5 -5.44023 -0.47297 -1.67503  -0.34
F5 -6.75332 -0.17509 -1.49383  0.14
F6 -5.06359 0.06273 -2.84540  0.16
C6 -5.38219 -2.01939 -1.80008  -0.53
F7 -6.17573 -2.36617 -2.83296  0.16
F8 -4.16201 -2.47311 -2.03906  0.20
F9 -5.87450 -2.60050 -0.69568  0.16
H1 -0.08225 -1.13331 0.56363  -0.02
H2 1.34638 -0.77739 -1.31265  -0.05
H3 0.79338 -2.72159 -1.88102  -0.07
H4 -1.16401 -2.11670 -2.05891  -0.05
H5 0.39010 -1.12630 -3.08249  -0.08
H6 -0.45543 0.87083 -2.26700  0.05
H7 -0.53922 0.73265 -0.52432  0.06
H8 -2.72261 1.14679 -2.02005  0.12
H9 -2.60450 -0.57023 -2.36523  0.10
C7 -6.49714 -5.36631 -0.74931  -0.03
O2 -7.06218 -6.64978 -1.07132  0.01
C8 -6.40415 -7.32116 -2.00867  -0.63
O3 -5.41814 -6.95569 -2.59074  0.13
O4 -7.02935 -8.48956 -2.20437  0.00
C9 -6.41535 -9.31316 -3.19744  -0.05
H10 -7.14190 -4.93832 0.01103  0.10
H11 -5.48725 -5.48588 -0.36335  0.11
H12 -6.48753 -4.73588 -1.63425  0.08
H13 -5.39494 -9.56321 -2.91275  0.10
H14 -6.40935 -8.81144 -4.16344  0.10
H15 -7.02064 -10.21375 -3.24791  0.09
C10 -6.50966 2.39802 1.77117  -0.03
O5 -5.64161 3.10042 2.67228  0.02
C11 -5.94972 4.37386 2.85811  -0.62
O6 -6.86903 4.97138 2.35678  0.11
O7 -5.06340 4.90232 3.70950  0.00
C12 -5.27798 6.28381 3.99437  -0.05
H16 -6.12264 1.38835 1.69653  0.08
H17 -7.52843 2.39961 2.15568  0.10
H18 -6.48948 2.86044 0.78760  0.09
H19 -6.25382 6.43631 4.45280  0.09
H20 -5.20616 6.88010 3.08635  0.10
H21 -4.49153 6.56620 4.68830  0.09
C13 0.97100 0.77085 -7.35230  -0.05
O8 0.33113 -0.30910 -6.67683  0.01
C14 0.28330 -1.44698 -7.36491  -0.62
O9 0.72086 -1.61659 -8.47795  0.11
O10 -0.32769 -2.35953 -6.62003  0.01
C15 -0.45037 -3.64600 -7.22418  -0.04
H22 0.93047 1.60859 -6.66255  0.09
H23 2.00737 0.52425 -7.57711  0.10
H24 0.44417 1.01745 -8.27323  0.09
H25 0.53151 -4.06299 -7.44136  0.10
H26 -1.03659 -3.58713 -8.14022  0.09
H27 -0.96161 -4.26181 -6.49065  0.10
C16 5.87690 -0.82612 0.99704  -0.03
O11 6.15281 0.57366 0.82692  -0.01
C17 5.13780 1.25303 0.28787  -0.62
O12 4.08366 0.80330 -0.05300  0.15
O13 5.50764 2.54248 0.20945  -0.05
C18 4.49820 3.39721 -0.34025  -0.03
H28 6.76622 -1.24953 1.45358  0.09
H29 5.02551 -0.96615 1.65837  0.10
H30 5.68090 -1.29963 0.03746  0.10
H31 3.60154 3.37701 0.27560  0.10
H32 4.25230 3.09480 -1.35600  0.10
H33 4.92822 4.39565 -0.34013  0.09
C19 7.15821 7.58062 4.92405  -0.05
O14 6.64362 6.36836 4.37140  0.00
C20 7.39982 5.84339 3.40129  -0.63
O15 8.43289 6.31220 2.99595  0.12
O16 6.81708 4.73231 2.97431  0.01
C21 7.51859 4.04646 1.92478  -0.02
H34 6.44624 7.88090 5.68717  0.09
H35 8.13735 7.41509 5.37015  0.10
H36 7.23287 8.35106 4.15867  0.10
H37 8.50970 3.75159 2.26604  0.10
H38 7.60813 4.68482 1.04750  0.10
H39 6.92880 3.17327 1.67809  0.07
C22 6.20457 0.94324 5.44529  -0.03
O17 5.53165 -0.06795 6.20554  0.00
C23 5.45682 -1.24877 5.59312  -0.62
O18 5.90958 -1.50484 4.50783  0.12
O19 4.79444 -2.09315 6.38084  0.00
C24 4.62059 -3.40070 5.82208  -0.04
H40 6.18523 1.83599 6.06266  0.09
H41 7.23241 0.64829 5.24223  0.10
H42 5.68479 1.12745 4.50715  0.10
H43 5.58581 -3.86649 5.63258  0.09
H44 4.05002 -3.34854 4.89720  0.10
H45 4.07103 -3.96648 6.56798  0.09


A 5-piece molecular cluster, C7H15FN4O11 overall, computed with ωB97M-V with the def2-TZVPD basis set.

ΔE to the lowest compared entry with this formula, charge and spin	42.8	kcal per mole
net charge	0
SMILES	O=C1OC[C@@H](F)O1.C[N+](=O)[O-].C[N+](=O)[O-].C[N+](=O)[O-].C[N+](=O)[O-]

Last column: natural (NBO) charge in e.
Positions of all 38 atoms, in Å:
O1 4.06944 4.55520 -5.17220  -0.55
C1 3.65158 3.98475 -4.20187  0.97
O2 2.42294 3.61529 -3.98977  -0.48
C2 2.23338 2.96446 -2.62455  -0.13
C3 3.59783 3.24717 -2.02406  0.45
F1 4.14153 2.27835 -1.33692  -0.31
O3 4.41304 3.65772 -3.10341  -0.50
H1 1.47983 3.32473 -1.92422  0.22
H2 2.18473 1.87838 -2.70309  0.20
H3 3.48178 4.07969 -1.33013  0.13
C4 -3.30533 1.48019 2.11725  -0.51
N1 -4.34738 1.63838 1.10140  0.53
O4 -4.02206 1.85804 -0.05680  -0.37
O5 -5.46297 1.55479 1.58697  -0.36
H4 -2.55339 0.73261 1.86468  0.23
H5 -3.66818 1.01700 3.03480  0.24
H6 -2.72444 2.39500 2.23472  0.24
C5 -0.06529 -0.59519 3.70227  -0.48
N2 -0.33700 -0.96749 5.15427  0.51
O6 -0.03377 -0.15951 6.04522  -0.37
O7 -1.00843 -2.00560 5.38513  -0.38
H7 0.72390 0.15661 3.69254  0.23
H8 -0.99384 -0.14825 3.34711  0.22
H9 0.04444 -1.50485 3.11187  0.25
C6 -0.13466 -0.60423 -1.86130  -0.47
N3 -0.75722 -0.77418 -0.51345  0.52
O8 -1.96913 -0.67409 -0.55455  -0.31
O9 -0.00657 -1.13379 0.45809  -0.43
H10 0.68420 0.11116 -1.78518  0.22
H11 -0.84255 -0.21527 -2.59321  0.25
H12 0.16972 -1.64034 -2.00937  0.23
C7 0.18812 -4.40523 -1.11759  -0.49
N4 -0.54999 -5.48311 -0.32680  0.52
O10 0.14775 -6.37073 0.16925  -0.36
O11 -1.73294 -5.29260 -0.01094  -0.37
H13 -0.37730 -4.29057 -2.04239  0.23
H14 1.22351 -4.70956 -1.27073  0.24
H15 0.03461 -3.55494 -0.45310  0.24


Ordered E_LUMO results: 0.73, 0.63, 1.98, -1.16; unit eV.
Ordered E results: -34167.585, -8404.300, -98265.900, -38689.530; unit eV.
Ordered max |F| results: 6.47, 2.02, 0.70, 4.29; unit eV Å⁻¹.